# 1
C4H7NS | ωB97M-V/def2-TZVPD

The geometry in ORCA input format:
```
! wB97M-V def2-TZVPD RIJCOSX def2/J DEFGRID3
* xyz 0 1
C -2.5983 -0.4646 0.0130
C -1.3102 -0.7285 0.0317
N -0.2368 0.1837 -0.0704
C 1.0820 -0.2008 -0.0013
C 2.0976 0.9141 0.0454
S 1.4890 -1.8115 -0.0144
H -3.0072 0.5122 0.0287
H -3.2253 -1.3144 0.0483
H -0.9896 -1.6988 0.0570
H -0.4993 1.1675 -0.1997
H 2.6843 0.9237 0.9966
H 1.6550 1.8993 -0.2062
H 2.8587 0.6181 -0.7286
*
```

Values from the calculation:
Kohn-Sham gap, eV: 8.860
SMILES: C=CNC(C)=S
HOMO level, eV: -8.411

The molecule's Löwdin atomic charges, reported in e, are given here: number 1, C, carries 0.03; number 2, C, carries -0.22; number 3, N, carries -0.02; number 4, C, carries -0.84; number 5, C, carries -0.11; number 6, S, carries 0.64; number 7, H, carries 0.05; number 8, H, carries 0.05; number 9, H, carries 0.02; number 10, H, carries 0.15; number 11, H, carries 0.09; number 12, H, carries 0.08; number 13, H, carries 0.09

# 2
C3H18F6NO4P | ωB97M-V/def2-TZVPD

The geometry in ORCA input format:
```
! wB97M-V def2-TZVPD RIJCOSX def2/J DEFGRID3
* xyz 0 1
N 0.2598 -0.2464 -0.0801
H -0.5349 0.4241 -0.1185
H 0.1691 -1.0162 0.6037
H 1.0854 0.3203 0.2253
H 0.4271 -0.6806 -1.0125
P 3.5978 -0.5587 2.8897
F 2.4662 -0.8725 1.7214
F 4.1335 0.7451 2.0483
F 2.5244 0.3994 3.6231
F 4.7149 -0.3522 4.0282
F 2.9611 -1.8071 3.6991
F 4.6158 -1.4623 2.0387
C -2.5230 1.8976 -2.5453
C -2.9590 1.2041 -1.2670
C -3.1705 -0.2748 -1.4777
O -1.8960 1.4031 -0.2988
H -3.1596 1.6895 -3.4067
H -1.5745 1.4369 -2.8388
H -2.3761 2.9680 -2.4110
H -3.8479 1.6772 -0.8440
H -3.8866 -0.4532 -2.2820
H -3.6956 -0.6695 -0.6046
H -2.2646 -0.8397 -1.6897
H -2.0280 2.2885 0.0555
O 0.6143 -1.3685 -2.5300
H 0.4680 -1.0102 -3.4134
H 0.8685 -2.2885 -2.6752
O 1.8888 1.6265 0.8407
H 1.5078 2.4998 0.9774
H 2.6006 1.5566 1.5016
O -0.3031 -2.4468 1.4949
H 0.4202 -2.9062 1.9444
H -1.1040 -2.8831 1.8031
*
```

Values from the calculation:
Kohn-Sham gap, eV: 11.038
HOMO level, eV: -11.294

The molecule's Löwdin atomic charges, reported in e, are given here: number 1, N, carries 0.24; number 2, H, carries 0.08; number 3, H, carries 0.07; number 4, H, carries 0.06; number 5, H, carries 0.07; number 6, P, carries 0.16; number 7, F, carries -0.20; number 8, F, carries -0.18; number 9, F, carries -0.16; number 10, F, carries -0.14; number 11, F, carries -0.17; number 12, F, carries -0.15; number 13, C, carries -0.05; number 14, C, carries -0.46; number 15, C, carries -0.05; number 16, O, carries -0.09; number 17, H, carries 0.08; number 18, H, carries 0.08; number 19, H, carries 0.08; number 20, H, carries 0.14; number 21, H, carries 0.09; number 22, H, carries 0.09; number 23, H, carries 0.07; number 24, H, carries 0.11; number 25, O, carries -0.04; number 26, H, carries 0.07; number 27, H, carries 0.08; number 28, O, carries -0.06; number 29, H, carries 0.07; number 30, H, carries 0.03; number 31, O, carries -0.04; number 32, H, carries 0.07; number 33, H, carries 0.06

# 3
C30H55Cl18N5O | ωB97M-V/def2-TZVPD

The geometry in ORCA input format:
```
! wB97M-V def2-TZVPD RIJCOSX def2/J DEFGRID3
* xyz 0 1
H 1.0182 -5.4956 2.6582
N 1.4444 -5.8890 1.8120
C 1.9766 -4.9303 1.1845
C 2.7101 -5.1920 -0.1521
C 1.8546 -4.7314 -1.4144
C 0.3933 -5.0668 -1.0700
N -0.7149 -4.9910 -0.9409
N 2.3496 -5.5381 -2.5553
C 1.5765 -6.4823 -2.9434
C 1.5910 -7.8990 -2.3011
C 0.5864 -6.3467 -4.1281
C 2.0491 -3.2017 -1.8117
C 3.1240 -3.1916 -2.9244
N 3.8754 -3.0523 -3.7385
C 2.6261 -2.3003 -0.6840
N 2.9711 -0.9360 -1.1239
O 0.8784 -2.7190 -2.4408
C 0.0691 -1.8825 -1.6081
C -1.3750 -1.8554 -2.2257
H 1.8600 -3.9160 1.6229
H 3.7366 -4.7864 -0.1574
H 2.7970 -6.2897 -0.2210
H 0.5768 -8.2512 -2.0329
H 1.9375 -8.5709 -3.1251
H 2.3382 -7.9931 -1.4982
H 1.1075 -6.0745 -5.0623
H -0.1636 -5.5778 -3.8394
H 0.0058 -7.2846 -4.2631
H 1.9781 -2.2520 0.2189
H 3.5873 -2.7147 -0.3093
H 3.9724 -0.7929 -1.0956
H 2.5772 -0.7291 -2.0343
H 0.4364 -0.8389 -1.6332
H -0.0498 -2.2702 -0.5758
H -2.1498 -1.9487 -1.4482
H -1.4766 -2.7511 -2.8789
H -1.4980 -0.9850 -2.8946
Cl -3.7582 -8.0699 -2.0731
C -3.9252 -6.5918 -1.0904
C -5.3558 -6.3382 -0.6802
Cl -6.3881 -5.8986 -2.0656
H -3.5188 -5.7595 -1.6614
H -3.3061 -6.7292 -0.2046
H -5.3949 -5.5042 0.0202
H -5.7940 -7.2104 -0.1979
Cl -3.1833 3.3882 0.1675
C -3.8137 1.8179 -0.3927
C -3.3473 0.6782 0.4782
Cl -1.5984 0.3930 0.3186
H -3.5056 1.6823 -1.4286
H -4.9029 1.8825 -0.3670
H -3.8501 -0.2429 0.1817
H -3.5640 0.8606 1.5304
Cl -0.9013 9.2183 -0.1808
C -1.5371 7.6465 -0.7311
C -1.0743 6.5057 0.1418
Cl 0.6748 6.1984 -0.0211
H -1.2354 7.5049 -1.7674
H -2.6241 7.7165 -0.6998
H -1.5843 5.5878 -0.1492
H -1.2861 6.6948 1.1927
Cl 0.0599 1.8275 -2.9380
C 1.2658 2.8894 -2.1647
C 2.5338 2.9994 -2.9800
Cl 3.4457 1.4697 -3.0095
H 1.4643 2.5030 -1.1664
H 0.8053 3.8722 -2.0643
H 3.1906 3.7512 -2.5425
H 2.3247 3.2871 -4.0090
Cl 1.2810 -1.0103 3.0311
C 1.2361 0.4283 4.0822
C -0.1579 0.7214 4.5860
Cl -1.2243 1.2450 3.2631
H 1.6406 1.2684 3.5182
H 1.9010 0.2304 4.9241
H -0.1265 1.5290 5.3177
H -0.6073 -0.1498 5.0599
Cl 5.8721 -0.3061 0.9056
C 5.6939 1.1204 1.9592
C 4.2573 1.3654 2.3562
Cl 3.2539 1.8840 0.9789
H 6.1157 1.9784 1.4387
H 6.2941 0.9318 2.8492
H 4.2116 2.1628 3.0986
H 3.8032 0.4718 2.7852
Cl 4.5575 -2.0745 5.2157
C 3.8115 -3.3609 6.1992
C 3.3434 -4.5239 5.3576
Cl 1.9619 -4.0845 4.3239
H 2.9906 -2.9211 6.7630
H 4.5686 -3.6992 6.9062
H 3.0120 -5.3372 6.0030
H 4.1384 -4.9003 4.7162
Cl -7.1473 2.0608 -1.2332
C -8.4110 2.6744 -0.1363
C -8.0951 4.0582 0.3767
Cl -6.6992 4.0591 1.4832
H -8.5250 1.9624 0.6791
H -9.3411 2.6938 -0.7038
H -8.9452 4.4463 0.9374
H -7.8798 4.7469 -0.4384
Cl -1.2180 14.1127 -2.3900
C 0.4112 13.8758 -1.7095
C 0.3903 13.0322 -0.4575
Cl -0.3887 13.8714 0.9078
H 0.8450 14.8566 -1.5225
H 1.0059 13.3801 -2.4766
H 1.4104 12.8055 -0.1478
H -0.1343 12.0912 -0.6180
*
```

Values from the calculation:
Kohn-Sham gap, eV: 7.860
SMILES: [H]/N=C/C[C@](C#N)(N=C(C)C)[C@](C#N)(CN)OCC.ClCCCl.ClCCCl.ClCCCl.ClCCCl.ClCCCl.ClCCCl.ClCCCl.ClCCCl.ClCCCl
HOMO level, eV: -7.763

Results of the Löwdin charge analysis, in e, for atoms 1 through 99: number 1, H, carries -0.02; number 2, N, carries 0.09; number 3, C, carries -0.28; number 4, C, carries -0.09; number 5, C, carries -0.30; number 6, C, carries -0.14; number 7, N, carries 0.24; number 8, N, carries 0.08; number 9, C, carries -0.34; number 10, C, carries -0.02; number 11, C, carries -0.01; number 12, C, carries -0.35; number 13, C, carries -0.16; number 14, N, carries 0.18; number 15, C, carries -0.21; number 16, N, carries 0.00; number 17, O, carries -0.09; number 18, C, carries -0.27; number 19, C, carries -0.08; number 20, H, carries 0.06; number 21, H, carries 0.12; number 22, H, carries 0.10; number 23, H, carries 0.09; number 24, H, carries 0.10; number 25, H, carries 0.07; number 26, H, carries 0.09; number 27, H, carries 0.08; number 28, H, carries 0.08; number 29, H, carries 0.08; number 30, H, carries 0.12; number 31, H, carries 0.01; number 32, H, carries 0.00; number 33, H, carries 0.07; number 34, H, carries 0.11; number 35, H, carries 0.05; number 36, H, carries 0.07; number 37, H, carries 0.06; number 38, Cl, carries 0.52; number 39, C, carries -0.68; number 40, C, carries -0.67; number 41, Cl, carries 0.53; number 42, H, carries 0.05; number 43, H, carries 0.07; number 44, H, carries 0.07; number 45, H, carries 0.07; number 46, Cl, carries 0.55; number 47, C, carries -0.66; number 48, C, carries -0.64; number 49, Cl, carries 0.56; number 50, H, carries 0.07; number 51, H, carries -0.03; number 52, H, carries 0.08; number 53, H, carries 0.05; number 54, Cl, carries 0.55; number 55, C, carries -0.66; number 56, C, carries -0.66; number 57, Cl, carries 0.54; number 58, H, carries 0.07; number 59, H, carries 0.07; number 60, H, carries 0.01; number 61, H, carries 0.07; number 62, Cl, carries 0.56; number 63, C, carries -0.66; number 64, C, carries -0.64; number 65, Cl, carries 0.59; number 66, H, carries 0.03; number 67, H, carries 0.05; number 68, H, carries 0.07; number 69, H, carries 0.07; number 70, Cl, carries 0.55; number 71, C, carries -0.65; number 72, C, carries -0.64; number 73, Cl, carries 0.56; number 74, H, carries 0.04; number 75, H, carries 0.07; number 76, H, carries 0.07; number 77, H, carries 0.07; number 78, Cl, carries 0.57; number 79, C, carries -0.65; number 80, C, carries -0.67; number 81, Cl, carries 0.58; number 82, H, carries 0.07; number 83, H, carries 0.07; number 84, H, carries 0.08; number 85, H, carries 0.03; number 86, Cl, carries 0.54; number 87, C, carries -0.66; number 88, C, carries -0.62; number 89, Cl, carries 0.61; number 90, H, carries 0.07; number 91, H, carries 0.07; number 92, H, carries 0.08; number 93, H, carries 0.08; number 94, Cl, carries 0.60; number 95, C, carries -0.64; number 96, C, carries -0.66; number 97, Cl, carries 0.55; number 98, H, carries 0.07; number 99, H, carries 0.07

# 4
C2H3N3O2 | ωB97M-V/def2-TZVPD

The geometry in ORCA input format:
```
! wB97M-V def2-TZVPD RIJCOSX def2/J DEFGRID3
* xyz 0 1
O 1.8081 1.6748 -0.0828
C 0.9549 0.8613 0.0112
N -0.3596 0.8570 -0.1014
C -0.9526 -0.4477 0.0001
N 0.1926 -1.2956 0.4474
O 1.0517 -1.4553 -0.7032
N 1.2796 -0.5156 0.3276
H -1.0128 1.6402 0.0920
H -1.3641 -0.8157 -0.9946
H -1.5977 -0.5032 1.0036
*
```

Values from the calculation:
Kohn-Sham gap, eV: 10.748
SMILES: O=C1NCn2on21
HOMO level, eV: -10.213

The molecule's Löwdin atomic charges, reported in e, are given here: number 1, O, carries 0.14; number 2, C, carries -0.54; number 3, N, carries 0.10; number 4, C, carries -0.14; number 5, N, carries -0.04; number 6, O, carries 0.01; number 7, N, carries -0.02; number 8, H, carries 0.18; number 9, H, carries 0.14; number 10, H, carries 0.16

Question: Number 4 is which compound?
Answer: C2H3N3O2

Question: Kohn-Sham gap of number 3 (C30H55Cl18N5O)?
Answer: 7.860 eV

Question: Which value of Kohn-Sham gap does entry 1 give?
Answer: 8.860 eV

Question: Which value of Kohn-Sham gap does entry 2 give?
Answer: 11.038 eV